Record 1
CH9N3O2 | ωB97M-V/def2-TZVPD

```
! wB97M-V def2-TZVPD RIJCOSX def2/J DEFGRID3
* xyz 0 1
N 0.733 0.295 -0.157
C 0.781 0.358 1.200
N -0.176 -0.045 1.964
N 3.210 0.293 -0.921
H 1.689 0.859 1.605
H 1.620 0.251 -0.711
H 3.445 -0.384 -0.329
H -1.072 -0.114 1.345
H 4.010 0.622 -1.345
H -3.320 -1.419 0.327
H -0.104 0.042 -0.625
O -2.409 -1.049 0.253
H -2.156 0.421 -2.397
H -2.210 -0.469 -0.567
O -1.709 0.329 -1.592
*
```

Computed properties:
* relative energy (zero: lowest compared OMol25 entry of this formula, charge and spin): 897.9 kJ/mol
* highest occupied orbital energy: -8.929 eV
* molecular weight: 95.1 g mol⁻¹
* calculated total energy: -357.92957 Eh

Record 2
C22H25N5O4S | ωB97M-V/def2-TZVPD

```
! wB97M-V def2-TZVPD RIJCOSX def2/J DEFGRID3
* xyz 0 1
C -2.058 1.589 -3.135
C -1.145 0.748 -2.290
C -1.471 -0.504 -1.876
C -0.588 -1.240 -1.048
O -0.978 -2.535 -0.622
C -2.219 -2.654 -0.278
N -3.318 -2.773 0.069
C 0.611 -0.807 -0.619
C 1.489 -1.604 0.308
C 1.136 -1.389 1.782
O 1.504 -2.168 2.622
C 0.302 -0.191 2.116
C -1.065 -0.329 2.334
C -1.845 0.788 2.592
C -1.270 2.053 2.628
C 0.096 2.194 2.425
C 0.875 1.074 2.171
C 1.004 0.483 -1.066
N 2.142 1.107 -0.777
S 2.048 2.549 -1.484
N 0.621 2.454 -2.182
C 0.121 1.252 -1.887
H -1.484 2.377 -3.614
H -2.830 2.062 -2.530
H -2.524 0.982 -3.906
H -2.422 -0.943 -2.144
H 1.371 -2.663 0.094
H 2.527 -1.317 0.149
H -1.531 -1.306 2.293
H -2.909 0.682 2.746
H -1.895 2.916 2.807
H 0.568 3.168 2.426
H 1.932 1.216 1.993
C -1.718 -5.541 -3.636
O -1.006 -5.923 -4.544
N -2.777 -6.219 -3.156
C -3.589 -5.708 -2.069
C -3.106 -7.501 -3.754
H -1.549 -4.581 -3.116
H -3.569 -6.398 -1.223
H -4.623 -5.581 -2.393
H -3.206 -4.746 -1.741
H -2.269 -8.193 -3.654
H -3.316 -7.381 -4.817
H -3.980 -7.914 -3.256
C 3.160 4.449 2.678
O 2.181 4.439 1.951
N 3.920 5.531 2.911
C 5.074 5.489 3.787
C 3.566 6.781 2.259
H 3.504 3.550 3.215
H 4.947 6.185 4.618
H 5.979 5.758 3.239
H 5.194 4.485 4.189
H 2.559 7.085 2.547
H 3.584 6.661 1.176
H 4.275 7.551 2.551
*
```

Computed properties:
* relative energy (zero: lowest compared OMol25 entry of this formula, charge and spin): 195.9 kJ/mol
* highest occupied orbital energy: -8.916 eV
* molecular weight: 455.5 g mol⁻¹
* calculated total energy: -1826.23131 Eh

Record 3
C9H36MnN19O12 | ωB97M-V/def2-TZVPD

```
! wB97M-V def2-TZVPD RIJCOSX def2/J DEFGRID3
* xyz 1 6
Mn 0.544 -0.218 -0.620
N 0.911 0.333 2.401
O 0.810 -0.538 1.504
O 0.041 1.139 2.588
O 1.946 0.330 3.061
C 3.524 -0.704 -0.258
O 2.545 -1.191 -0.918
N 4.603 -0.297 -0.954
N 3.510 -0.505 1.072
H 4.382 -0.395 -1.931
H 5.531 -0.055 -0.622
H 4.052 0.188 1.588
H 2.704 -0.845 1.543
C 0.834 4.395 3.507
O 1.287 5.543 3.399
N -0.402 4.020 3.121
N 1.508 3.439 4.041
H -1.097 4.667 2.817
H -0.616 3.016 3.146
H 2.398 3.813 4.170
H 1.324 2.471 4.071
C -0.434 -3.468 -0.800
O -0.289 -2.245 -1.081
N 0.074 -3.954 0.332
N -1.028 -4.322 -1.692
H -0.151 -4.862 0.698
H 0.308 -3.343 1.106
H -1.742 -3.835 -2.214
H -1.360 -5.216 -1.337
C 1.406 2.821 -0.570
O 1.529 1.646 -0.135
N 1.471 3.022 -1.930
N 1.010 3.720 0.428
H 1.511 3.885 -2.471
H 1.906 2.192 -2.284
H 0.740 3.227 1.264
H 0.717 4.621 0.197
C -3.171 -2.866 0.794
O -2.988 -2.560 -0.364
N -3.679 -4.042 1.183
N -2.866 -2.001 1.765
H -3.878 -4.163 2.184
H -4.422 -4.454 0.595
H -2.848 -2.305 2.762
H -2.283 -1.208 1.518
C -2.155 1.440 0.008
O -1.107 1.003 -0.438
N -2.470 1.328 1.336
N -2.943 2.090 -0.900
H -1.721 1.174 1.971
H -3.260 1.848 1.679
H -2.779 1.978 -1.922
H -3.888 2.324 -0.560
C 0.266 -1.053 -3.602
O 0.282 -0.012 -2.971
N 1.409 -1.745 -3.667
N -1.003 -1.310 -4.171
H 2.120 -1.378 -2.998
H 1.384 -2.723 -3.904
H -1.288 -2.290 -4.184
H -1.708 -0.800 -3.628
C 1.081 -2.868 3.880
O 0.414 -3.414 2.978
N 2.497 -2.951 3.946
N 0.507 -2.107 4.889
H 2.881 -3.053 4.858
H 2.979 -3.451 3.228
H -0.536 -2.044 4.757
H 1.065 -1.244 5.034
C -1.700 2.410 -4.818
O -2.039 2.146 -3.673
N -0.748 1.680 -5.452
N -2.097 3.470 -5.592
H -0.776 1.612 -6.482
H -0.157 1.126 -4.821
H -2.899 3.948 -5.241
H -1.480 3.971 -6.218
*
```

Computed properties:
* highest occupied orbital energy (spin up / spin down): -11.425 / -11.425 eV
* molecular weight: 657.4 g mol⁻¹
* calculated total energy: -3458.95732 Eh

Record 4
C17H22IrN2O5S2 | ωB97M-V/def2-TZVPD

```
! wB97M-V def2-TZVPD RIJCOSX def2/J DEFGRID3
* xyz -1 1
Ir -2.070 0.465 -0.630
O -2.091 0.037 1.389
N -2.131 -1.250 1.722
C -1.650 -1.584 2.933
C -1.731 -2.874 3.388
C -2.321 -3.835 2.562
C -2.787 -3.470 1.324
C -2.685 -2.143 0.879
S -3.220 -1.561 -0.630
H -1.212 -0.757 3.471
H -1.334 -3.120 4.361
H -2.391 -4.865 2.886
H -3.227 -4.189 0.648
O -3.301 3.505 -2.597
S -2.902 2.390 -1.804
O -2.110 1.305 -2.549
O -3.995 1.569 -1.191
O -1.967 2.685 -0.651
C 4.490 1.686 -0.173
C 3.039 1.665 0.241
C 2.568 2.535 1.208
C 1.220 2.485 1.547
C 0.642 3.441 2.560
C 0.380 1.573 0.936
C 0.799 0.677 -0.077
C 2.178 0.769 -0.382
N -0.113 -0.202 -0.671
C 0.368 -1.008 -1.828
C 1.416 -2.044 -1.361
C -0.745 -1.869 -2.429
C 0.842 -0.129 -3.010
H 5.060 2.392 0.433
H 4.598 1.979 -1.220
H 4.948 0.700 -0.062
H 3.233 3.251 1.681
H 1.424 4.040 3.029
H 0.101 2.909 3.346
H -0.069 4.118 2.081
H -0.647 1.582 1.249
H 2.627 0.144 -1.129
H 0.966 -2.654 -0.575
H 2.336 -1.630 -0.964
H 1.677 -2.702 -2.195
H -1.157 -2.560 -1.699
H -0.313 -2.455 -3.243
H -1.552 -1.262 -2.838
H 1.790 0.374 -2.861
H 0.084 0.633 -3.195
H 0.935 -0.745 -3.909
*
```

Computed properties:
* relative energy (zero: lowest compared OMol25 entry of this formula, charge and spin): 65.6 kJ/mol
* highest occupied orbital energy: -3.810 eV
* molecular weight: 590.7 g mol⁻¹
* calculated total energy: -2047.45631 Eh

Record 5
C6F18LiN3O12S6 | ωB97M-V/def2-TZVPD

```
! wB97M-V def2-TZVPD RIJCOSX def2/J DEFGRID3
* xyz -2 1
Li -20.564 1.120 10.991
C -17.996 -0.057 13.647
F -17.691 -0.175 14.931
F -16.871 -0.236 12.964
F -18.891 -0.934 13.290
S -18.568 1.708 13.289
O -19.872 1.898 13.900
O -17.563 2.606 13.804
N -18.825 1.695 11.594
S -17.501 2.268 10.848
O -17.823 3.595 10.312
O -16.166 2.165 11.435
C -17.343 1.047 9.402
F -18.363 1.261 8.589
F -16.227 1.302 8.732
F -17.303 -0.178 9.861
C -22.683 3.027 10.196
F -21.546 2.951 10.920
F -23.722 3.139 11.051
F -22.716 4.185 9.495
S -22.866 1.561 8.979
O -24.229 1.159 9.229
O -22.580 2.089 7.679
N -21.703 0.493 9.608
S -21.871 -0.756 8.674
O -23.105 -1.496 8.783
O -21.442 -0.418 7.326
C -20.532 -1.938 9.292
F -20.406 -2.937 8.405
F -19.378 -1.261 9.295
F -20.753 -2.496 10.480
C -21.543 -1.243 14.791
F -22.451 -1.795 15.620
F -20.801 -0.497 15.607
F -20.873 -2.248 14.255
S -22.521 -0.261 13.520
O -21.601 -0.013 12.427
O -23.669 -1.094 13.228
N -22.848 1.160 14.392
S -24.451 1.267 14.317
O -24.968 1.545 12.992
O -25.130 0.232 15.069
C -24.590 2.820 15.388
F -24.003 3.850 14.814
F -25.910 3.049 15.508
F -24.055 2.626 16.578
*
```

Computed properties:
* relative energy (zero: lowest compared OMol25 entry of this formula, charge and spin): 101.7 kJ/mol
* highest occupied orbital energy: -4.589 eV
* molecular weight: 847.4 g mol⁻¹
* calculated total energy: -5490.15626 Eh

Record 6
C28H29N6ORuS6SbSi | ωB97M-V/def2-TZVPD

```
! wB97M-V def2-TZVPD RIJCOSX def2/J DEFGRID3
* xyz -1 6
Ru -0.929 0.435 -2.277
S -1.888 5.077 -4.683
Sb -3.058 3.504 -3.520
S -1.162 0.582 -4.625
S -2.861 1.441 -5.135
S -1.379 2.683 -1.936
S -3.897 -6.681 -2.752
N -4.629 -5.253 -2.431
C -3.692 -4.325 -2.430
C -3.903 -2.915 -2.240
C -5.148 -2.349 -2.025
C -5.266 -0.973 -1.896
C -4.111 -0.196 -1.995
N -2.916 -0.702 -2.198
C -2.757 -2.055 -2.316
C -1.467 -2.558 -2.551
N -0.411 -1.669 -2.626
C 0.783 -2.123 -2.969
C 1.064 -3.465 -3.197
C 0.036 -4.394 -3.070
C -1.238 -3.962 -2.761
C -2.378 -4.840 -2.695
N -2.356 -6.143 -2.895
H -6.013 -2.997 -1.967
H -6.224 -0.505 -1.722
H -4.165 0.884 -1.891
H 1.571 -1.389 -3.081
H 2.068 -3.766 -3.462
H 0.213 -5.451 -3.222
C 4.561 -0.903 0.191
C 3.299 -1.120 1.020
C 2.042 -0.605 0.318
N 2.012 0.850 0.337
C 1.830 1.633 -0.736
S 1.583 1.032 -2.290
N 1.899 3.005 -0.617
C 2.160 3.882 0.431
O 1.894 5.054 0.295
C 2.812 3.370 1.671
C 4.015 2.669 1.616
C 4.621 2.249 2.787
C 4.025 2.515 4.013
C 2.846 3.245 4.071
C 2.251 3.691 2.902
H 5.450 -1.201 0.751
H 4.666 0.146 -0.089
H 4.522 -1.493 -0.725
H 3.393 -0.611 1.985
H 3.168 -2.187 1.213
H 1.149 -0.989 0.807
H 2.029 -0.937 -0.716
H 1.794 1.257 1.234
H 1.557 3.487 -1.441
H 4.472 2.471 0.656
H 5.564 1.718 2.747
H 4.485 2.164 4.928
H 2.388 3.460 5.027
H 1.340 4.276 2.926
C -2.982 -0.091 3.453
Si -1.431 0.705 2.720
C -1.573 2.558 3.065
C 0.112 0.089 3.639
C -1.280 0.417 0.926
C -1.111 0.303 -0.278
H -2.999 0.019 4.540
H -3.058 -1.155 3.222
H -3.874 0.396 3.056
H -1.550 2.755 4.140
H -2.509 2.957 2.670
H -0.759 3.119 2.603
H -0.053 0.103 4.718
H 0.972 0.734 3.432
H 0.380 -0.931 3.357
*
```

Computed properties:
* relative energy (zero: lowest compared OMol25 entry of this formula, charge and spin): 42.3 kJ/mol
* highest occupied orbital energy (spin up / spin down): -2.788 / -4.604 eV
* molecular weight: 908.9 g mol⁻¹
* calculated total energy: -4502.06252 Eh